[1]
Below is an isolated molecule of C3H4O2, with properties calculated with the ωB97M-V functional and the def2-TZVPD basis.

```
! wB97M-V def2-TZVPD RIJCOSX def2/J DEFGRID3
* xyz 0 1
O -0.32852 -0.00964 1.73077
O 0.40810 1.73776 0.69685
C -0.00053 -0.13726 -0.61642
C 0.01790 -1.57119 -0.79880
C 0.02447 0.64954 0.64124
H -1.01102 -0.03835 -1.02432
H -0.17164 0.62272 2.48003
H 0.58668 0.44759 -1.36720
H 0.47457 -1.70116 -1.74215
*
```

The value obtained for the maximum force is 4.9 eV/Å. The energy relative to the best compared isomer or geometry (same formula, charge and spin) comes out at 3.977 eV. The calculation puts the total energy at -267.04664 Ha. The calculation puts the HOMO energy at -0.3362 hartree.



[2]
Below is a structure of composition C3H4O2, with properties calculated with the ωB97M-V functional and the def2-TZVPD basis.

```
! wB97M-V def2-TZVPD RIJCOSX def2/J DEFGRID3
* xyz 0 1
O -0.33830 -1.47497 0.23638
O 0.64975 1.76241 -0.03998
C -1.04279 -0.25156 -0.13568
C 0.24355 0.48112 0.14414
C 0.78906 -0.69189 0.47093
H -1.88819 -0.10512 0.53944
H 1.72371 -1.11994 0.81206
H -1.37544 -0.26234 -1.17810
H 1.20277 1.69909 -0.82633
*
```

The value obtained for the maximum force is 0.6 eV/Å. The energy relative to the best compared isomer or geometry (same formula, charge and spin) comes out at 2.525 eV. The calculation puts the total energy at -267.09999 Ha. The calculation puts the HOMO energy at -0.3182 hartree.



[3]
Below is a structure of composition C3H4O2, with properties calculated with the ωB97M-V functional and the def2-TZVPD basis.

```
! wB97M-V def2-TZVPD RIJCOSX def2/J DEFGRID3
* xyz 0 1
O -1.60684 -0.96074 -0.05044
O -0.57266 1.48738 0.38439
C -0.50367 -0.27481 -0.12798
C 0.19646 0.89678 -0.56329
C 0.93475 -0.21896 0.20504
H 1.55861 -0.88853 -0.37371
H 0.44650 1.34248 -1.51060
H 1.28213 -0.01645 1.21030
H -1.73527 -1.36715 0.82628
*
```

The value obtained for the maximum force is 2.1 eV/Å. The energy relative to the best compared isomer or geometry (same formula, charge and spin) comes out at 4.224 eV. The calculation puts the total energy at -267.03755 Ha. The calculation puts the HOMO energy at -0.3235 hartree.



[4]
Below is a cluster of 2 separate species, C3H4O2 in total, with properties calculated with the ωB97M-V functional and the def2-TZVPD basis.

```
! wB97M-V def2-TZVPD RIJCOSX def2/J DEFGRID3
* xyz 0 1
O 2.87713 -0.37354 0.10189
O -0.47207 1.53891 -0.44420
C 0.43702 1.08746 0.45644
C -0.62607 0.20789 0.11795
C 2.38823 0.61544 -0.22344
H 0.64527 1.67541 1.43228
H -1.58060 -0.13788 0.63469
H 2.68517 1.38371 -1.02023
H -0.20373 -0.57098 -0.58653
*
```

The value obtained for the maximum force is 5.9 eV/Å. The energy relative to the best compared isomer or geometry (same formula, charge and spin) comes out at 4.300 eV. The calculation puts the total energy at -267.03475 Ha. The calculation puts the HOMO energy at -0.3099 hartree.



[5]
Below is a structure of composition C3H4O2, with properties calculated with the ωB97M-V functional and the def2-TZVPD basis.

```
! wB97M-V def2-TZVPD RIJCOSX def2/J DEFGRID3
* xyz 0 1
O 2.37052 -0.85126 -0.96465
O -0.08818 -1.26613 -0.54621
C -0.76031 -0.41097 0.29937
C 1.38652 -0.47927 -0.44047
C -0.01900 0.84266 0.19021
H -0.92584 -0.78605 1.32211
H -1.69872 0.08462 -0.05298
H -0.07667 1.28412 -0.80344
H -0.18832 1.58229 0.99605
*
```

The value obtained for the maximum force is 2.6 eV/Å. The energy relative to the best compared isomer or geometry (same formula, charge and spin) comes out at 3.451 eV. The calculation puts the total energy at -267.06595 Ha. The calculation puts the HOMO energy at -0.3666 hartree.



[6]
Below is an isolated molecule of C3H4O2, with properties calculated with the ωB97M-V functional and the def2-TZVPD basis.

```
! wB97M-V def2-TZVPD RIJCOSX def2/J DEFGRID3
* xyz 0 1
O -0.41739 1.07098 -0.31802
O -0.35961 -1.11900 -0.19820
C -1.15433 -0.06894 0.07286
C 0.85064 0.67847 0.02389
C 1.04951 -0.61891 0.03442
H -1.51261 0.01588 1.16405
H 2.03238 -1.28647 -0.44530
H -1.99657 -0.27600 -0.52388
H 1.50797 1.60400 0.19019
*
```

The value obtained for the maximum force is 4.5 eV/Å. Its SMILES is C1=COCO1. The energy relative to the best compared isomer or geometry (same formula, charge and spin) comes out at 3.116 eV. The calculation puts the total energy at -267.07827 Ha. The calculation puts the HOMO energy at -0.3210 hartree.



[7]
Below is a structure of composition C3H4O2Rb, with properties calculated with the ωB97M-V functional and the def2-TZVPD basis.

```
! wB97M-V def2-TZVPD RIJCOSX def2/J DEFGRID3
* xyz 0 2
Rb -2.75002 4.15149 -0.42355
O -0.18668 2.55763 -0.21368
O -1.94245 1.21886 -0.15548
C 0.98578 -0.82944 0.08420
C -0.71357 1.42935 -0.14375
C 0.53224 -2.11941 0.21293
H 0.44557 -2.77521 -0.65612
H 1.58133 -0.43106 0.91357
H 1.57799 -0.60348 -0.81047
H 0.46980 -2.59874 1.19236
*
```

The value obtained for the maximum force is 3.8 eV/Å. Its expectation value of S² is 0.76. The energy relative to the best compared isomer or geometry (same formula, charge and spin) comes out at 0.000 eV. The calculation puts the total energy at -291.17853 Ha. The calculation puts the HOMO energy (spin up / spin down) at -0.2155 / -0.3071 hartree.



[8]
Below is a structure of composition C3H4O2Rh, with properties calculated with the ωB97M-V functional and the def2-TZVPD basis.

```
! wB97M-V def2-TZVPD RIJCOSX def2/J DEFGRID3
* xyz 2 6
Rh 2.28922 -1.30122 0.62869
O 0.65289 -1.23090 1.87377
O -0.08099 0.86637 1.08338
C -0.18676 -0.39794 -0.70685
C 0.23899 -0.45197 0.94917
C -0.56308 1.01967 -0.28455
H -0.99117 -1.14111 -0.79799
H 0.00614 1.81577 -0.77951
H -1.63540 1.24848 -0.26315
H 0.27016 -0.42715 -1.70296
*
```

The value obtained for the maximum force is 3.8 eV/Å. Its expectation value of S² is 8.77. The energy relative to the best compared isomer or geometry (same formula, charge and spin) comes out at 2.840 eV. The calculation puts the total energy at -376.62459 Ha. The calculation puts the HOMO energy (spin up / spin down) at -0.6745 / -0.8334 hartree.



[9]
Below is an isolated molecule of C3H4O2S, with properties calculated with the ωB97M-V functional and the def2-TZVPD basis.

```
! wB97M-V def2-TZVPD RIJCOSX def2/J DEFGRID3
* xyz 0 1
S -1.45954 -1.55287 -0.82608
O -0.09371 -1.59320 1.91152
O 0.17467 1.37224 -1.82829
C 0.45997 0.83085 -0.62710
C -0.08398 -0.19372 -0.04472
C 0.29600 -0.69189 1.29941
H 0.67075 2.20473 -1.90879
H -2.10885 -1.70004 0.32111
H 1.14450 1.29676 -0.01192
H 1.00018 0.02714 1.71486
*
```

The value obtained for the maximum force is 6.5 eV/Å. Its SMILES is O=C/C(S)=C/O. The energy relative to the best compared isomer or geometry (same formula, charge and spin) comes out at 2.224 eV. The calculation puts the total energy at -665.30390 Ha. The calculation puts the HOMO energy at -0.3337 hartree.



[10]
Below is an isolated molecule of C3H4O2S2, with properties calculated with the ωB97M-V functional and the def2-TZVPD basis.

```
! wB97M-V def2-TZVPD RIJCOSX def2/J DEFGRID3
* xyz 0 1
S -1.58018 -0.49580 -0.49791
S 1.73572 -0.52281 -0.41291
O 2.06180 -0.35035 0.99054
O -1.78918 -0.34686 0.93712
C -0.56915 0.91832 -0.96441
C -0.17626 -1.50507 -0.82018
C 0.73726 1.05302 -0.86909
H -0.32099 -1.82280 -1.80882
H -1.10715 1.79521 -1.37696
H 1.25457 1.91139 -1.32631
H -0.22926 -2.35769 -0.27617
*
```

The value obtained for the maximum force is 3.8 eV/Å. The energy relative to the best compared isomer or geometry (same formula, charge and spin) comes out at 3.956 eV. The calculation puts the total energy at -1063.41871 Ha. The calculation puts the HOMO energy at -0.3367 hartree.